13
Properties=species:S:1:pos:R:3:forces:R:3 method="wB97M-V/def2-TZVPD" homo_energy_ev="-7.66 / -7.68" total_charge=0 total_energy_ha=-286.373239 multiplicity=1 orbital_gap_ev="6.6 / 6.7"
O -1.1425 1.6956 -0.8199 0.117 -0.457 0.282
C -0.9869 0.5249 -1.2283 -0.736 0.372 -0.274
C 1.3495 -0.0058 -0.1272 0.439 -0.383 0.231
C 0.9312 -0.6427 0.9852 0.567 -0.148 -0.435
C -0.0456 -1.6855 0.9020 -1.692 -1.736 -0.442
N -0.8930 -2.4795 0.7627 1.719 1.518 0.305
H -1.2616 1.6609 0.2965 0.949 -0.590 1.191
H -0.6087 0.3811 -2.2378 0.138 0.106 0.106
H -1.4676 -0.3043 -0.6930 0.478 0.052 0.162
H 1.9950 0.8585 -0.0016 0.072 -0.239 -0.190
H 1.2096 -0.4003 -1.1252 -0.327 0.110 0.051
H -0.6080 1.0792 1.5503 -0.942 0.676 -1.023
H 1.5141 -0.6040 1.9071 -0.780 0.719 0.036



13
Properties=species:S:1:pos:R:3:forces:R:3 method="wB97M-V/def2-TZVPD" homo_energy_ev=-9.04 total_charge=0 total_energy_ha=-286.555139 multiplicity=1 smiles="[H]/N=C/C.C=C=O" orbital_gap_ev=10.0
H 0.5656 -2.2433 0.8909 -0.033 0.046 -0.065
N 0.2139 -1.5952 0.1847 -0.352 0.026 0.252
C -0.8975 -1.0961 0.5477 0.118 -0.035 -0.097
C -1.6327 -0.1096 -0.3059 0.038 0.019 -0.074
H -1.3786 -1.3574 1.5009 0.093 -0.005 -0.107
H -2.6056 -0.5187 -0.6038 0.128 0.053 0.067
H -1.0498 0.1202 -1.2017 -0.095 -0.034 0.116
H -1.8219 0.8145 0.2521 0.017 -0.141 -0.059
C 2.0475 0.9007 -0.5834 -0.071 0.072 0.078
C 1.2842 1.6298 0.1942 -0.368 0.363 0.384
O 0.5859 2.2645 0.8870 0.603 -0.558 -0.594
H 1.7453 -0.1308 -0.7443 0.054 0.180 0.031
H 2.9437 1.3216 -1.0183 -0.133 0.013 0.067



13
Properties=species:S:1:pos:R:3:forces:R:3 method="wB97M-V/def2-TZVPD" homo_energy_ev=-9.44 total_charge=0 total_energy_ha=-286.577794 multiplicity=1 smiles="O=CN1CCC1" orbital_gap_ev=10.4
O 2.8369 -0.3938 0.0158 -1.680 1.150 0.107
C 1.9214 0.4345 -0.0088 0.334 -0.798 -0.431
N 0.5893 0.1478 -0.2476 1.309 0.616 0.932
C -0.6072 0.9883 0.0025 -0.082 -1.090 -0.865
C -1.4346 -0.3310 0.0314 0.399 -0.120 -0.030
C -0.1015 -1.1305 -0.0419 0.200 0.082 0.150
H 2.1177 1.5343 0.0947 -0.196 -0.552 -0.034
H -0.6536 1.5368 0.9199 0.362 0.390 0.607
H -0.8366 1.6275 -0.8498 -0.022 0.140 0.151
H -2.0515 -0.4175 -0.8454 -0.218 -0.221 -0.334
H -2.0408 -0.5302 0.9069 0.009 0.146 0.153
H 0.0644 -1.8176 -0.8671 -0.275 -0.095 -0.092
H 0.1962 -1.6486 0.8895 -0.140 0.352 -0.314



13
Properties=species:S:1:pos:R:3:forces:R:3 method="wB97M-V/def2-TZVPD" homo_energy_ev=-9.44 total_charge=0 total_energy_ha=-286.433705 multiplicity=1 orbital_gap_ev=9.3
C -1.7045 1.4739 1.4509 0.090 -0.337 -0.232
C -0.7379 0.5888 0.7167 0.178 0.176 0.010
O -1.0020 -0.2499 -0.1808 0.107 0.256 0.364
C 0.6071 0.2355 0.8109 -0.466 0.159 -0.157
C 1.7458 -1.8103 -1.4167 -0.017 0.081 -0.074
N 1.3735 -0.8923 -2.2064 0.002 -0.210 0.152
H -1.5457 2.5319 1.2029 0.078 -0.305 0.005
H -1.5513 1.3454 2.5274 -0.039 0.046 -0.180
H -2.7241 1.1835 1.1745 0.209 0.085 0.094
H 1.2750 0.6938 0.0688 -0.191 -0.041 0.168
H 1.0973 -2.2615 -0.6563 0.060 0.055 -0.098
H 2.7761 -2.1812 -1.4636 -0.202 0.103 -0.053
H 0.3907 -0.6577 -2.0284 0.189 -0.070 0.002



13
Properties=species:S:1:pos:R:3:forces:R:3 method="wB97M-V/def2-TZVPD" homo_energy_ev=-9.80 total_charge=0 total_energy_ha=-286.599259 multiplicity=1 smiles="C[C@H]1CC(=O)N1" orbital_gap_ev=10.8
C -1.5104 -0.3024 0.3664 -0.076 -0.041 0.032
C -0.2816 -0.2249 -0.5434 -0.203 0.134 -0.066
C 0.5361 1.0545 -0.2566 0.021 0.243 -0.009
C 1.6515 0.1167 0.2187 0.311 0.032 0.125
O 2.7191 0.2464 0.7636 -0.341 -0.100 -0.327
N 0.9212 -0.9816 -0.1561 0.076 -0.119 0.172
H -2.3407 -0.8684 -0.0614 0.175 -0.123 0.075
H -1.2445 -0.7219 1.3428 -0.053 0.033 -0.162
H -1.8714 0.7183 0.5394 -0.075 -0.246 -0.047
H -0.5421 -0.3813 -1.5980 0.033 0.119 0.231
H 0.7499 1.6662 -1.1327 0.198 -0.040 0.125
H 0.1285 1.6718 0.5487 0.095 -0.032 -0.176
H 1.1286 -1.9663 -0.0551 -0.161 0.141 0.027



13
Properties=species:S:1:pos:R:3:forces:R:3 method="wB97M-V/def2-TZVPD" homo_energy_ev=-9.42 total_charge=0 total_energy_ha=-286.538380 multiplicity=1 smiles="CN1CC(=O)C1" orbital_gap_ev=10.4
C -1.4835 -0.2733 0.1672 -0.047 0.120 0.089
N -0.3499 0.1471 -0.6689 -0.041 0.083 -0.128
C 0.6157 1.2499 -0.1840 -0.139 0.051 0.001
C 1.1998 0.0949 0.5788 0.207 -0.109 0.452
O 1.2940 -0.0671 1.7711 0.301 0.020 -0.462
C 0.7527 -0.8575 -0.5092 0.150 -0.310 -0.035
H -1.8606 -1.2186 -0.2474 0.108 0.323 0.019
H -1.2143 -0.4711 1.2182 0.009 0.176 -0.095
H -2.2990 0.4511 0.1277 0.199 0.048 -0.001
H 1.1707 1.5562 -1.0767 -0.014 -0.073 0.265
H 0.3523 2.1333 0.4079 -0.666 -0.378 -0.180
H 0.4565 -1.8512 -0.1716 -0.075 0.072 -0.126
H 1.3656 -0.8937 -1.4130 0.008 -0.021 0.200



13
Properties=species:S:1:pos:R:3:forces:R:3 method="wB97M-V/def2-TZVPD" homo_energy_ev=-8.31 total_charge=0 total_energy_ha=-286.423663 multiplicity=1 orbital_gap_ev=8.7
O 2.0025 0.6344 0.6310 -0.022 0.088 0.256
C 1.2585 0.3700 -0.5081 0.155 0.114 -0.356
C 0.5279 -0.9307 -0.6222 0.221 -0.085 -0.240
C -1.5867 -0.7797 0.8828 -0.647 0.374 0.059
N -0.9556 0.4339 0.8558 -0.441 -0.431 -0.266
C -0.2246 0.3568 -0.4013 0.206 -0.127 -0.343
H 1.3667 0.7142 1.3589 0.205 -0.042 -0.014
H 1.6670 0.8068 -1.4123 0.154 0.106 0.147
H 0.6041 -1.5939 0.2354 -0.101 0.276 -0.179
H 0.3421 -1.4397 -1.5603 0.347 0.099 -0.039
H -2.6670 -0.5674 0.8115 -0.531 0.055 1.096
H -1.5048 1.2959 0.9224 0.134 -0.321 -0.117
H -0.8353 0.7338 -1.2196 0.320 -0.105 -0.005



13
Properties=species:S:1:pos:R:3:forces:R:3 method="wB97M-V/def2-TZVPD" homo_energy_ev=-8.08 total_charge=0 total_energy_ha=-286.488530 multiplicity=1 orbital_gap_ev=8.7
C 2.1521 -0.1859 0.2114 0.106 -0.060 0.021
C 0.6951 -0.0115 -0.0093 0.182 0.388 -0.282
N 0.1187 1.0508 -0.4365 0.404 -0.359 0.089
C -1.2443 0.7371 -0.4625 -2.332 3.140 2.649
C -1.4214 -0.7048 -0.1244 -0.252 -0.474 0.053
O -0.0815 -1.0839 0.2696 -0.080 0.044 0.139
H 2.3415 -0.4364 1.2592 -0.037 0.029 -0.094
H 2.6795 0.7318 -0.0474 -0.117 -0.105 0.033
H 2.5326 -1.0121 -0.3956 -0.055 0.077 0.054
H -1.9663 1.6283 0.6473 1.728 -1.717 -0.202
H -2.0039 1.5192 -0.6337 0.356 -1.013 -2.319
H -1.6964 -1.3347 -0.9770 0.038 0.106 -0.035
H -2.1056 -0.8980 0.6989 0.058 -0.055 -0.107



13
Properties=species:S:1:pos:R:3:forces:R:3 method="wB97M-V/def2-TZVPD" homo_energy_ev=-9.88 total_charge=0 total_energy_ha=-286.604529 multiplicity=1 smiles="[H]/N=C1/CCCO1" orbital_gap_ev=10.8
H -2.7075 -1.1632 0.5885 -0.045 0.087 -0.031
N -2.3966 -0.2022 0.4387 0.329 -0.121 -0.093
C -1.1580 -0.1913 0.1984 -0.268 0.167 0.075
C -0.3070 1.0412 -0.0253 -0.021 0.038 0.002
C 1.0415 0.4710 -0.4741 0.063 -0.007 -0.046
C 0.9993 -0.9443 0.1067 0.258 0.027 0.008
O -0.3821 -1.3107 0.1171 -0.114 -0.011 0.037
H -0.7784 1.7007 -0.7571 0.056 -0.110 0.126
H -0.2307 1.5960 0.9160 -0.014 -0.111 -0.106
H 1.9003 1.0399 -0.1079 -0.137 -0.087 -0.064
H 1.0998 0.4294 -1.5663 -0.019 -0.011 0.150
H 1.3719 -0.9716 1.1386 -0.008 0.023 -0.129
H 1.5394 -1.6878 -0.4833 -0.080 0.116 0.070



13
Properties=species:S:1:pos:R:3:forces:R:3 method="wB97M-V/def2-TZVPD" homo_energy_ev=-9.40 total_charge=0 total_energy_ha=-286.601395 multiplicity=1 smiles="CC1=NCCO1" orbital_gap_ev=10.4
C -0.9376 0.0968 -1.9263 0.005 -0.033 -0.038
C -0.2254 -0.0783 -0.6296 -0.096 -0.261 -0.066
N 0.0442 -1.1814 -0.0620 -0.085 0.313 -0.155
C 0.5924 -0.8382 1.2516 0.025 -0.028 0.317
C 0.8598 0.6761 1.1648 0.153 -0.036 0.193
O 0.1078 1.0793 0.0074 -0.086 -0.041 -0.044
H -1.8905 0.6080 -1.7512 0.151 -0.063 -0.020
H -1.1288 -0.8830 -2.3649 0.038 0.155 0.048
H -0.3516 0.7119 -2.6155 -0.058 -0.089 0.113
H -0.1565 -1.0932 2.0155 0.122 0.139 -0.126
H 1.4852 -1.4212 1.4917 -0.044 0.105 -0.169
H 1.9138 0.9185 0.9807 -0.159 -0.099 0.057
H 0.5054 1.2442 2.0266 0.035 -0.061 -0.110



13
Properties=species:S:1:pos:R:3:forces:R:3 method="wB97M-V/def2-TZVPD" homo_energy_ev=-8.35 total_charge=0 total_energy_ha=-286.443642 multiplicity=1 smiles="N=C=C1CO1.C" orbital_gap_ev=9.2
N 2.3231 2.1672 0.1102 1.131 1.135 0.632
C 2.1376 0.9764 0.0704 -0.695 -2.332 -0.763
C 1.8766 -0.3012 -0.0737 0.507 1.184 0.353
C 2.1622 -1.6788 -0.4730 0.926 1.885 -1.017
O 1.7339 -1.3295 0.8240 0.477 -0.445 1.548
H 1.5494 2.7988 0.0567 -0.716 0.292 -0.329
H 1.3230 -2.0374 -0.9999 -0.213 -1.258 -1.091
H 3.2449 -1.8662 -0.7289 -1.407 -0.457 0.667
C -1.6675 0.3153 0.4646 2.418 0.327 1.546
H -1.1189 0.2393 1.4794 -0.250 -0.507 -1.728
H -2.4711 0.8662 0.8495 -1.585 1.163 -0.191
H -2.0704 -0.6754 0.1703 0.855 0.737 -0.351
H -0.9916 0.9857 -0.2020 -1.448 -1.723 0.723



13
Properties=species:S:1:pos:R:3:forces:R:3 method="wB97M-V/def2-TZVPD" homo_energy_ev=-9.24 total_charge=0 total_energy_ha=-286.487571 multiplicity=1 orbital_gap_ev=10.0
C 1.5093 0.4334 0.4760 0.393 1.121 -0.195
O 0.9787 -0.6426 -0.2323 0.127 0.509 -0.121
C -0.3522 -0.5134 -0.6973 -0.214 0.077 -0.066
C -1.4247 -0.7129 0.3720 -0.037 -0.003 0.105
C -0.4266 0.9013 -1.1939 0.477 0.365 0.327
N 0.2113 1.8539 -0.9116 -1.832 0.647 -1.674
H 1.0129 0.5420 1.4554 0.291 0.259 -0.314
H 1.3604 1.6758 -0.2353 0.451 -3.077 1.811
H 2.5797 0.2756 0.5457 0.035 -0.108 0.168
H -0.4748 -1.2520 -1.4964 0.089 0.222 0.129
H -1.3466 -1.7104 0.8114 0.060 0.106 -0.095
H -1.3401 0.0343 1.1661 0.028 -0.092 -0.116
H -2.4136 -0.6060 -0.0830 0.133 -0.026 0.043



13
Properties=species:S:1:pos:R:3:forces:R:3 method="wB97M-V/def2-TZVPD" homo_energy_ev="-7.34 / -7.34" total_charge=0 total_energy_ha=-286.431319 multiplicity=1 orbital_gap_ev="8.0 / 8.0"
C 1.8277 0.1306 0.2676 -0.254 0.199 -0.137
C 0.3349 0.2588 0.2691 -0.210 -0.047 -0.557
O -0.3740 1.1831 0.8466 -1.360 -0.743 -0.488
C -0.6823 -0.6346 -0.2733 0.003 -0.321 0.261
C -1.7162 0.1544 0.5289 0.656 0.628 0.751
N -0.8810 0.0133 -1.5377 0.900 0.291 -0.228
H 2.3512 0.9537 0.7616 -0.275 -0.037 -0.127
H 2.1559 0.0676 -0.7739 0.020 0.047 0.114
H 2.1240 -0.8185 0.7439 -0.278 0.259 -0.075
H -0.5506 -1.7234 -0.1668 -0.335 0.014 -0.032
H -1.9648 0.0030 1.5678 -0.038 -0.582 0.167
H -2.5741 0.4325 -0.1162 0.911 0.732 0.532
H -0.0507 -0.0206 -2.1176 0.259 -0.440 -0.181



13
Properties=species:S:1:pos:R:3:forces:R:3 method="wB97M-V/def2-TZVPD" homo_energy_ev="-7.76 / -7.68" total_charge=0 total_energy_ha=-286.435199 multiplicity=1 orbital_gap_ev="7.4 / 7.3"
C 0.3135 -0.8966 1.4268 0.026 -0.052 0.050
N -0.1015 0.1105 0.4735 0.006 -0.170 0.112
C -1.2530 0.1288 -0.3245 -0.159 0.140 0.194
C -0.6865 1.3701 -0.9342 -0.097 0.543 -0.522
O -0.9855 2.1926 -1.7491 0.158 -0.503 0.493
C 0.5614 1.1476 -0.0054 0.099 -0.057 -0.175
H 1.2191 -1.3836 1.0544 -0.119 0.044 0.053
H 0.5230 -0.4247 2.3881 -0.014 -0.058 -0.099
H -0.4817 -1.6342 1.5309 0.103 0.106 -0.010
H 0.3739 -0.9683 -1.8987 0.078 0.004 -0.033
H -2.2319 0.0022 0.1353 0.115 -0.045 -0.114
H 1.6447 1.2147 -0.0692 -0.147 0.056 0.054
H 1.1045 -0.8591 -2.0278 -0.048 -0.007 -0.002



13
Properties=species:S:1:pos:R:3:forces:R:3 method="wB97M-V/def2-TZVPD" homo_energy_ev=-7.57 total_charge=0 total_energy_ha=-286.464991 multiplicity=1 orbital_gap_ev=7.8
C 1.4410 0.6309 1.0052 0.076 0.041 0.027
C 0.6797 -0.0805 -0.0693 0.070 0.016 0.002
C -1.5974 0.3604 -0.9452 -0.107 0.077 -0.159
O -0.8640 0.0427 0.2678 0.014 -0.139 0.062
C 0.8523 -1.4501 -0.3450 0.094 -0.815 -0.253
N 0.9120 -2.5697 -0.6836 -0.064 0.968 0.367
H 1.1798 1.6953 1.0200 0.048 -0.177 0.017
H 1.3618 0.2376 2.0326 -0.073 -0.035 -0.174
H 2.4971 0.5783 0.7167 -0.139 -0.014 0.061
H -2.6633 0.3501 -0.7048 0.146 -0.009 -0.039
H -1.3327 -0.3631 -1.7181 -0.108 0.080 0.116
H -1.2561 1.3526 -1.2307 -0.091 -0.136 0.021
H -1.2103 -0.7844 0.6544 0.134 0.143 -0.047



13
Properties=species:S:1:pos:R:3:forces:R:3 method="wB97M-V/def2-TZVPD" homo_energy_ev=-8.55 total_charge=0 total_energy_ha=-286.465825 multiplicity=1 smiles=C1OC[C@H]2N[C@@H]12 orbital_gap_ev=9.6
C -1.1875 -0.7200 0.2251 -0.213 -0.003 -0.155
O -0.0399 -1.5059 0.5249 -0.134 -0.295 0.362
C 1.1343 -0.8454 0.1600 0.476 0.701 1.628
C 0.7027 0.8077 0.4445 0.638 -1.242 -1.883
N 0.3427 0.7772 -0.9743 -0.912 1.013 -1.759
C -0.7033 0.6957 0.0228 -0.442 -0.236 -0.492
H -1.8661 -0.8260 1.0810 0.020 0.167 -0.225
H -1.6879 -1.0610 -0.6881 0.059 -0.226 0.074
H 1.9883 -1.1150 0.7521 0.105 -0.650 0.844
H 1.3492 -1.1490 -0.9093 0.053 1.345 1.162
H 0.9305 1.8234 0.8915 0.854 -1.854 -0.172
H 0.4480 1.6012 -1.5157 -0.558 1.307 -0.113
H -1.4110 1.5170 -0.0144 0.056 -0.028 0.729



13
Properties=species:S:1:pos:R:3:forces:R:3 method="wB97M-V/def2-TZVPD" homo_energy_ev=-8.21 total_charge=0 total_energy_ha=-286.494943 multiplicity=1 smiles="C[C@H]1COC=N1" orbital_gap_ev=9.3
C -1.6025 -0.6101 0.2316 0.124 -0.179 -0.122
C -0.2964 -0.1131 -0.3592 0.467 -1.287 -0.891
C 0.2827 1.2050 0.2380 -0.100 -0.269 -0.562
O 1.7110 1.0022 0.1196 0.035 0.213 -0.308
C 1.8920 -0.3083 -0.2014 0.157 -0.114 0.264
N 0.8574 -1.0239 -0.3324 1.544 -0.986 2.087
H -1.8179 -1.6086 -0.1583 -0.025 0.102 0.086
H -2.4442 0.0410 -0.0410 0.296 -0.090 -0.015
H -1.5808 -0.6759 1.3322 0.168 0.090 -0.257
H 0.0506 -0.7570 -1.4171 -2.631 3.003 -0.050
H 0.0315 1.3431 1.3166 -0.004 -0.373 -0.563
H 0.0148 2.1287 -0.2854 0.071 -0.238 0.009
H 2.9019 -0.6231 -0.4432 -0.102 0.128 0.322



13
Properties=species:S:1:pos:R:3:forces:R:3 method="wB97M-V/def2-TZVPD" homo_energy_ev=-9.19 total_charge=0 total_energy_ha=-286.576923 multiplicity=1 smiles="CC1=NCCO1" orbital_gap_ev=10.2
C -1.8504 0.5870 0.6690 -0.134 -0.039 0.172
C -0.5642 -0.1121 0.4279 -0.257 0.153 -0.403
N -0.4229 -0.9838 -0.4870 -0.047 0.342 0.121
C 0.8412 -0.5803 -1.1046 0.320 -0.024 -0.219
C 1.6115 0.1133 0.0140 0.204 -0.086 -0.107
O 0.5313 0.5897 0.8385 -0.115 0.110 -0.075
H -2.7049 -0.0743 0.5362 0.096 0.038 0.178
H -1.8356 1.2770 -0.1870 -0.309 0.091 0.257
H -1.8900 1.1815 1.5797 -0.041 -0.220 0.055
H 1.3637 -1.3662 -1.6453 0.049 -0.072 0.203
H 0.5234 0.1886 -1.8254 0.333 -0.180 -0.202
H 2.1723 0.9899 -0.3143 0.057 -0.204 0.039
H 2.2572 -0.5607 0.5896 -0.155 0.090 -0.018



13
Properties=species:S:1:pos:R:3:forces:R:3 method="wB97M-V/def2-TZVPD" homo_energy_ev=-9.66 total_charge=0 total_energy_ha=-286.589700 multiplicity=1 smiles="C[C@H]1COC=N1" orbital_gap_ev=10.7
C 0.4424 0.4502 1.4561 0.013 0.035 0.075
C 0.4472 -0.4480 0.2081 -0.106 -0.176 0.173
C -0.9456 -0.7537 -0.3794 -0.006 -0.147 0.156
O -1.0815 0.2056 -1.4452 0.080 0.086 -0.026
C 0.1847 0.6302 -1.6706 0.305 0.043 -0.068
N 1.1180 0.2792 -0.8900 -0.379 0.100 -0.241
H 1.2410 0.1788 2.1516 -0.089 0.023 -0.107
H -0.5105 0.4016 1.9935 0.141 -0.081 -0.059
H 0.6128 1.4870 1.1542 -0.094 -0.097 0.063
H 0.9791 -1.3812 0.4147 -0.052 0.150 -0.040
H -1.7794 -0.6268 0.3155 0.161 0.035 -0.082
H -0.9932 -1.7546 -0.8259 0.015 0.147 0.088
H 0.2954 1.2818 -2.5317 0.010 -0.117 0.065



13
Properties=species:S:1:pos:R:3:forces:R:3 method="wB97M-V/def2-TZVPD" homo_energy_ev=-7.83 total_charge=0 total_energy_ha=-286.481551 multiplicity=1 orbital_gap_ev=8.6
C -1.6044 -0.8467 -0.0853 2.854 2.863 -0.424
C -0.3105 0.9910 -0.0314 -3.071 -0.771 0.416
C 1.5286 -0.3187 0.4659 1.745 0.434 0.608
C 0.9868 0.6629 -0.5538 0.790 -1.294 -1.963
N -2.8145 -0.7677 -0.0357 -2.793 0.392 1.187
O -0.7806 2.0073 0.3392 -0.172 -0.307 0.023
H -1.1227 -1.7392 -0.4753 0.321 -0.145 -0.043
H 1.2283 0.0994 1.4370 0.723 -0.561 0.133
H 2.6418 -0.3356 0.3219 -0.958 -0.132 0.593
H 1.1632 -1.3310 0.3781 -0.247 -0.106 -0.084
H 0.6876 -0.0073 -1.4455 1.094 1.597 0.541
H 1.7282 1.5378 -0.7050 -1.540 -1.320 -0.154
H -3.3319 0.0478 0.3899 1.254 -0.649 -0.833